# 1
Density functional theory data (ωB97M-V with the def2-TZVPD basis set) for a structure of composition C30H22AsN3O8PSSe2Sn.

The value obtained for the maximum force is 0.6 eV/Å. As for the spin multiplicity: 1. The value obtained for the orbital gap is 0.2257 Eh. The value obtained for the energy above the lowest of the compared OMol25 structures with the same formula, charge and spin is 11.0 kcal per mole. Its total energy is -269807.596 eV. The charge is -1.

```
69
Properties=species:S:1:pos:R:3:mulliken_charge:R:1
Sn 0.0269 -0.4844 -0.7791 1.08
Se 3.3377 -0.5930 -1.5315 -0.52
P 2.9672 -2.5480 -0.7724 0.66
Se 0.9156 -3.0797 -0.2461 -0.37
C 3.5782 -3.7975 -1.9561 0.49
C 4.9436 -3.8202 -2.2416 -0.52
C 5.4510 -4.7511 -3.1318 -0.59
C 4.5983 -5.6603 -3.7506 -0.38
C 3.2416 -5.6352 -3.4728 -0.62
C 2.7304 -4.7068 -2.5716 -0.25
C 3.9836 -2.8864 0.7069 0.46
C 3.8617 -4.1183 1.3507 -0.44
C 4.6513 -4.4058 2.4506 -0.63
C 5.5632 -3.4643 2.9186 -0.38
C 5.6819 -2.2397 2.2827 -0.56
C 4.8933 -1.9505 1.1736 -0.18
H 5.6005 -3.0977 -1.7711 0.35
H 6.5128 -4.7707 -3.3451 0.36
H 4.9959 -6.3852 -4.4510 0.36
H 2.5755 -6.3401 -3.9551 0.38
H 1.6731 -4.6829 -2.3405 0.25
H 3.1353 -4.8392 0.9947 0.32
H 4.5524 -5.3617 2.9504 0.37
H 6.1735 -3.6877 3.7854 0.36
H 6.3854 -1.5023 2.6495 0.38
H 4.9715 -0.9958 0.6675 0.23
O -5.4949 4.7586 0.1318 -0.63
N -4.3859 5.1274 0.4697 1.19
O -4.1986 6.0575 1.2296 -0.69
C -3.2026 4.4243 -0.0789 -1.12
C -2.0140 4.9107 0.3237 -0.36
C -0.7895 4.3269 -0.1065 1.29
C 0.4534 4.8040 0.3399 -0.71
C 1.5878 4.1443 -0.0382 -0.69
C 1.4538 3.0037 -0.8484 -0.31
N 0.3050 2.5661 -1.3134 -0.39
C -0.8122 3.2201 -0.9556 0.24
C -2.0967 2.7068 -1.4188 -0.11
N -2.0508 1.6604 -2.2620 -0.45
C -3.1784 1.1277 -2.6697 -0.49
C -4.4293 1.6091 -2.2779 -0.49
C -4.4964 2.6913 -1.4422 -0.58
C -3.3068 3.2880 -0.9769 1.29
H -1.9946 5.7435 1.0117 0.52
H 0.4917 5.6656 0.9965 0.42
H 2.5668 4.4593 0.2980 0.42
H 2.3265 2.4096 -1.1044 0.32
H -3.0949 0.2700 -3.3290 0.35
H -5.3333 1.1259 -2.6248 0.41
H -5.4513 3.0775 -1.1360 0.53
O -0.9105 2.6906 2.5269 -0.56
As -1.0234 0.8984 2.3368 0.88
O -0.5746 0.2659 3.7702 -0.80
O -0.0304 0.6952 0.9714 -0.30
C -2.9323 0.9208 1.9148 -0.32
C -3.6580 2.0197 2.3720 -0.45
C -5.0256 2.1036 2.1468 -0.39
C -5.6886 1.0932 1.4684 -0.84
C -4.9857 -0.0142 1.0206 -0.62
C -3.6204 -0.0985 1.2492 0.40
S -2.7487 -1.5241 0.6443 1.34
O -3.6865 -2.6075 0.5250 -0.77
O -1.6449 -1.6946 1.5764 -0.67
O -2.2332 -1.0297 -0.6725 -0.66
H -0.1445 2.8037 3.1047 0.24
H -3.1391 2.8072 2.8972 0.57
H -5.5755 2.9653 2.5054 0.42
H -6.7555 1.1653 1.2946 0.41
H -5.4789 -0.8341 0.5153 0.53
```

=====

# 2
Density functional theory data (ωB97M-V with the def2-TZVPD basis set) for a structure of composition C30H22Br3MgN3O at a distorted geometry.

The value obtained for the maximum force is 1.7 eV/Å. As for the spin multiplicity: 1. The value obtained for the orbital gap is 0.2188 Eh. The value obtained for the energy above the lowest of the compared OMol25 structures with the same formula, charge and spin is 18.4 kcal per mole. Its total energy is -253559.779 eV.

```
60
Properties=species:S:1:pos:R:3:mulliken_charge:R:1
Mg -0.7637 0.6577 -1.4859 0.26
Br -3.3192 3.6157 4.5008 -0.23
C -2.7843 3.0713 2.7503 -0.19
C -2.4874 4.0533 1.7979 -0.40
C -2.1655 3.6731 0.5266 -0.97
C -2.1079 2.3064 0.1350 0.60
O -1.8989 2.0194 -1.0821 -0.62
C -2.3057 1.3188 1.1594 0.42
C -2.1253 -0.0639 0.9269 0.26
N -1.6841 -0.5304 -0.1933 0.12
C -1.5142 -1.8467 -0.5053 0.59
C -1.7176 -2.9468 0.3165 -0.84
C -1.5619 -4.2463 -0.1657 -1.02
C -1.2443 -4.4914 -1.4780 -0.85
C -1.0382 -3.4117 -2.3565 1.18
C -0.7752 -3.5831 -3.7320 -0.82
C -0.6435 -2.4762 -4.5325 -0.90
C -0.6988 -1.2141 -3.9364 -0.05
N -0.9131 -1.0223 -2.6563 0.11
C -1.1345 -2.0816 -1.8601 0.53
C -2.6848 1.7423 2.4488 -0.72
H -2.5143 5.0958 2.0759 0.45
H -1.9330 4.4099 -0.2296 0.41
H -2.3799 -0.7281 1.7581 0.12
H -2.0226 -2.8161 1.3428 0.35
H -1.7139 -5.0781 0.5052 0.43
H -1.1705 -5.5012 -1.8582 0.43
H -0.7028 -4.5848 -4.1345 0.44
H -0.4894 -2.5653 -5.5967 0.43
H -0.5655 -0.3273 -4.5394 0.27
H -2.8847 1.0002 3.2072 0.48
Br -0.8889 2.4506 -4.0067 -0.08
C 0.9100 2.2277 -4.7437 -0.62
Br 1.9522 0.9128 -3.7841 -0.01
H 1.4214 3.1829 -4.6666 0.44
H 0.8147 1.9063 -5.7803 0.41
N 0.7585 1.2645 -0.5380 -0.59
C 1.3322 0.8046 0.4680 0.11
C 1.4330 -0.6577 0.7383 0.50
C 1.2730 -1.1713 2.0207 -0.02
C 1.3384 -2.5358 2.2376 -1.06
C 1.5739 -3.4006 1.1825 -0.49
C 1.7444 -2.8941 -0.0950 -0.66
C 1.6641 -1.5318 -0.3165 -0.14
C 1.9710 1.6734 1.4907 -0.12
C 1.3215 2.8289 1.9134 -0.11
C 1.8832 3.6159 2.9005 -0.73
C 3.1037 3.2666 3.4565 -0.37
C 3.7654 2.1295 3.0197 -0.80
C 3.1976 1.3284 2.0485 -0.09
H 1.0973 -0.5003 2.8491 0.59
H 1.2102 -2.9293 3.2357 0.40
H 1.6222 -4.4666 1.3561 0.45
H 1.9431 -3.5671 -0.9163 0.44
H 1.8169 -1.1245 -1.3068 0.32
H 0.3632 3.0773 1.4771 0.32
H 1.3666 4.4997 3.2482 0.41
H 3.5385 3.8747 4.2351 0.38
H 4.7198 1.8596 3.4478 0.38
H 3.6979 0.4277 1.7198 0.48
```

=====

# 3
Density functional theory data (ωB97M-V with the def2-TZVPD basis set) for a structure of composition C30H22ClINO8PSZn at a distorted geometry.

The value obtained for the maximum force is 4.3 eV/Å. As for the spin multiplicity: 1. The value obtained for the orbital gap is 0.1326 Eh. The value obtained for the energy above the lowest of the compared OMol25 structures with the same formula, charge and spin is 35.1 kcal per mole. Its total energy is -138502.047 eV. The charge is -2.

```
66
Properties=species:S:1:pos:R:3:mulliken_charge:R:1
Zn -0.7639 1.2200 2.2307 0.02
O -1.4712 0.8408 5.3285 -0.74
S -1.1455 1.9995 4.4457 1.32
O -1.1622 3.1953 5.2296 -0.71
O 0.1735 1.6993 3.7961 -0.61
O -2.1282 1.9991 3.3096 -0.81
I -1.7060 -0.8438 3.8175 0.16
C -2.2111 -2.7278 2.6393 -0.99
C -3.1983 -3.4736 3.2512 -0.33
C -3.6713 -4.6773 2.7278 -0.83
C -3.1087 -5.1716 1.5866 -0.78
C -2.0957 -4.4583 0.9157 1.07
C -1.5312 -5.0253 -0.2452 -0.82
C -0.5629 -4.3625 -0.9392 -1.37
C -0.1760 -3.0949 -0.5094 -0.19
C -0.7005 -2.4866 0.6124 0.56
P -0.0217 -0.7600 0.7889 2.15
C 1.7272 -1.1409 0.8212 -0.57
C 2.7287 -0.0195 0.6633 1.61
C 4.0992 -0.5918 0.4257 -0.97
C 4.4355 -1.8260 0.8473 -0.42
C 3.4815 -2.6966 1.4250 -0.98
C 2.1498 -2.3448 1.3707 -0.55
C -0.4194 -0.2044 -0.9150 1.45
C -1.6863 0.3482 -1.0671 -1.14
C -2.0973 0.8447 -2.2874 -0.82
C -1.2522 0.7687 -3.3831 -0.40
C 0.0018 0.2015 -3.2456 -0.96
C 0.4254 -0.2756 -2.0154 -0.20
C -1.6591 -3.1790 1.4055 0.99
H -3.6018 -3.0893 4.1766 0.32
H -4.4654 -5.2086 3.2344 0.36
H -3.4339 -6.1169 1.1715 0.32
H -1.8850 -5.9945 -0.5738 0.32
H -0.1023 -4.7931 -1.8168 0.42
H 0.5849 -2.5767 -1.0689 0.40
H 2.4424 0.6340 -0.1711 -1.01
H 4.8323 0.0639 -0.0203 0.35
H 5.4425 -2.1939 0.6935 0.36
H 3.7851 -3.6585 1.8104 0.39
H 1.4057 -3.0712 1.6724 0.39
H -2.3296 0.4216 -0.1972 0.35
H -3.0700 1.3048 -2.3855 0.43
H -1.5612 1.1764 -4.3357 0.44
H 0.6584 0.1457 -4.1026 0.41
H 1.4212 -0.6896 -1.9123 0.28
Cl 4.1075 1.9350 2.0397 -0.31
C 2.7081 0.8614 1.9322 -0.01
H 2.7221 0.2507 2.8349 0.39
H 1.8267 1.4995 1.9369 -0.15
O -1.0436 4.1078 1.0663 -0.70
C -0.4398 3.3255 0.3515 -0.13
O -0.0980 2.1290 0.6795 -0.10
C -0.0826 3.7329 -1.0582 0.02
C 0.8163 3.0070 -1.8380 0.18
C 1.0490 3.3565 -3.1490 -0.26
C 0.3918 4.4621 -3.7009 -0.28
C -0.4842 5.2194 -2.9118 -0.42
C -0.7135 4.8508 -1.6069 -0.81
N 0.6051 4.8108 -5.0447 0.98
O -0.0028 5.7909 -5.5147 -0.65
O 1.3926 4.1242 -5.7208 -0.62
H 1.3069 2.1548 -1.3964 0.70
H 1.7210 2.7867 -3.7734 0.50
H -0.9657 6.0786 -3.3550 0.47
H -1.3939 5.4056 -0.9767 0.51
```

=====

# 4
Density functional theory data (ωB97M-V with the def2-TZVPD basis set) for a structure of composition C30H22FeNO2P.

The value obtained for the maximum force is 0.1 eV/Å. As for the spin multiplicity: 1. The value obtained for the orbital gap (spin up / spin down) is 0.2949 / 0.2938 Eh. The value obtained for the energy above the lowest of the compared OMol25 structures with the same formula, charge and spin is 0.4 kcal per mole. Its total energy is -80728.482 eV.

```
57
Properties=species:S:1:pos:R:3:mulliken_charge:R:1
Fe 1.1097 1.4707 -1.0946 -0.44
O -1.4085 1.7799 -4.2147 -0.67
C -1.0810 1.8465 -3.0490 0.26
O 0.1476 1.9180 -2.6338 -0.81
C -2.1817 1.9345 -1.9973 0.49
C -3.3399 2.5982 -2.3870 -0.74
C -4.4039 2.7493 -1.5129 -0.65
C -4.3326 2.2025 -0.2414 -0.74
C -3.1975 1.5085 0.1473 -0.86
C -2.1119 1.3741 -0.7155 0.37
P -0.6235 0.4330 -0.2266 1.86
C -0.8677 0.1351 1.5573 0.00
C -1.5326 -0.9909 2.0436 -0.10
C -1.7324 -1.1544 3.4059 -0.72
C -1.2759 -0.1946 4.2997 -0.54
C -0.6261 0.9344 3.8251 -0.80
C -0.4245 1.0953 2.4616 -0.22
C -0.8928 -1.2198 -0.9505 0.42
C -1.7894 -1.4350 -1.9905 -0.69
C -1.9143 -2.6998 -2.5547 -0.75
C -1.1570 -3.7552 -2.0743 -0.64
C -0.2605 -3.5455 -1.0329 -0.89
C -0.1196 -2.2840 -0.4841 0.03
H -3.3842 2.9892 -3.3942 0.51
H -5.2898 3.2864 -1.8264 0.39
H -5.1601 2.3088 0.4484 0.43
H -3.1592 1.0687 1.1360 0.36
H -1.8943 -1.7441 1.3563 0.45
H -2.2476 -2.0339 3.7700 0.43
H -1.4320 -0.3256 5.3628 0.39
H -0.2728 1.6917 4.5134 0.43
H 0.0760 1.9822 2.1009 0.44
H -2.3940 -0.6251 -2.3759 0.35
H -2.6079 -2.8525 -3.3712 0.42
H -1.2585 -4.7397 -2.5129 0.38
H 0.3444 -4.3622 -0.6604 0.42
H 0.6060 -2.1236 0.3058 0.60
C 3.1345 2.7100 2.4702 -0.80
C 3.8317 1.5561 2.8023 -0.41
C 3.7835 0.4677 1.9543 -0.83
C 3.0319 0.5394 0.7829 0.92
N 2.3055 1.6427 0.5039 0.01
C 2.3825 2.7011 1.3133 -0.15
C 2.9523 -0.4872 -0.2587 0.86
C 3.6836 -1.6748 -0.2433 -0.40
C 3.6051 -2.5309 -1.3289 -0.86
C 2.8094 -2.1903 -2.4189 -0.65
C 2.0656 -1.0192 -2.4152 -0.05
C 2.1054 -0.1454 -1.3270 -0.19
H 3.1632 3.5917 3.0941 0.43
H 4.4151 1.5119 3.7131 0.43
H 4.3323 -0.4336 2.1854 0.40
H 1.8017 3.5676 1.0166 0.46
H 4.3250 -1.9304 0.5922 0.34
H 4.1733 -3.4523 -1.3349 0.39
H 2.7613 -2.8560 -3.2729 0.43
H 1.4270 -0.7892 -3.2617 0.51
```